This record from OMol25 describes one molecule with the formula C20H26FN3OS. The level of theory is the ωB97M-V functional and the def2-TZVPD basis.

XYZ file:
```
52
Properties=species:S:1:pos:R:3:forces:R:3
C 2.7539 5.1723 0.7917 -0.3 -0.1 0.0
C 1.5260 4.3259 1.1083 0.2 0.1 0.0
N 1.8795 2.9602 1.4546 -0.1 0.0 0.0
C 0.7908 2.2656 2.1212 0.1 -0.2 0.2
C 1.2774 0.8842 2.5658 -0.2 0.2 0.1
N 1.7168 0.0472 1.4619 0.0 -0.2 0.0
C 0.6830 -0.4611 0.5660 -0.3 0.1 0.0
C 1.2855 -1.4907 -0.3356 0.2 -0.1 0.0
C 0.9556 -1.7686 -1.6266 0.0 0.1 0.2
C 1.6877 -2.8518 -2.1646 0.1 -0.2 -0.1
C 2.5631 -3.3771 -1.2721 0.0 0.1 0.3
S 2.5122 -2.5651 0.2454 -0.2 0.1 -0.5
C -0.5249 -1.0892 1.3179 0.1 0.3 0.1
C -0.1316 -2.2278 2.2455 -0.2 0.2 0.0
N -1.4847 -1.5658 0.3433 0.1 -0.1 0.3
C -2.3164 -0.7162 -0.2911 0.0 -0.3 0.1
O -2.3594 0.4730 -0.0257 0.0 0.2 0.0
C -3.1982 -1.2953 -1.3566 -0.1 -0.1 -0.1
C -3.8360 -0.3801 -2.1946 0.0 -0.1 0.0
C -4.6743 -0.7891 -3.2124 0.0 0.1 0.0
C -4.9051 -2.1399 -3.4161 0.1 0.0 0.1
C -4.2952 -3.0719 -2.5959 0.1 -0.1 0.1
C -3.4546 -2.6436 -1.5847 -0.1 0.1 -0.2
F -2.8927 -3.6044 -0.8102 0.0 0.1 -0.1
C 2.7499 0.7824 0.7453 0.2 0.2 -0.2
C 2.3184 2.1865 0.3076 0.2 -0.2 0.0
H 3.4943 5.0498 1.5777 0.1 0.0 0.1
H 3.2023 4.8893 -0.1569 0.1 0.0 -0.1
H 2.4711 6.2206 0.7337 0.0 0.1 -0.1
H 1.0220 4.7570 1.9777 0.0 0.0 -0.1
H 0.8184 4.3598 0.2595 0.0 0.0 0.1
H -0.0947 2.1623 1.4683 0.0 0.0 0.0
H 0.4979 2.8430 3.0016 0.0 0.0 0.0
H 2.1499 1.0197 3.2122 -0.1 0.0 0.1
H 0.5039 0.3810 3.1432 0.0 0.0 0.1
H 0.2495 0.3294 -0.0726 0.0 -0.2 0.1
H 0.2176 -1.2144 -2.1810 -0.1 0.2 -0.1
H 1.5652 -3.2131 -3.1700 0.0 -0.1 -0.2
H 3.2430 -4.1942 -1.4083 0.1 -0.2 -0.1
H -1.0296 -0.2896 1.8695 0.1 -0.1 0.0
H 0.7209 -1.9360 2.8510 0.1 0.0 0.1
H -0.9638 -2.4891 2.8946 -0.1 0.0 0.1
H 0.1467 -3.1083 1.6708 0.1 -0.1 0.0
H -1.3825 -2.5203 0.0416 -0.2 0.1 -0.1
H -3.6500 0.6676 -2.0112 0.0 0.0 0.0
H -5.1503 -0.0563 -3.8456 0.0 0.1 0.0
H -5.5602 -2.4705 -4.2073 -0.1 0.0 -0.1
H -4.4609 -4.1302 -2.7235 0.0 -0.1 0.0
H 3.6029 0.8726 1.4230 0.1 0.0 -0.1
H 3.0626 0.2122 -0.1312 0.0 0.0 0.1
H 1.5207 2.1157 -0.4565 0.0 0.1 0.0
H 3.1760 2.6829 -0.1486 0.0 0.0 -0.1
```
Forces are in eV/Å.

Results
SMILES string: CCN1CCN([C@@H](c2cccs2)[C@H](C)NC(=O)c2ccccc2F)CC1
Electronic energy: -41232.993 eV
Gap between HOMO and LUMO: 0.325 hartree